Molecular formula: C5H13OP
Method: DFT, ωB97M-V with the def2-TZVPD basis set

Net charge: 0
Energy relative to the best compared isomer or geometry (same formula, charge and spin) (kcal per mole): 71.7
Gap between HOMO and LUMO (eV): 9.65
Highest occupied orbital energy (Eh): -0.3254
Maximum force (eV/A): 4.1

Element x y z (Å)
1 C -0.835 -1.330 0.007
2 C -0.039 0.273 1.801
3 C 0.405 0.936 -0.935
4 C 1.870 0.417 -0.863
5 C -0.734 0.081 0.472
6 O 1.942 -0.936 -1.258
7 P -2.437 1.055 0.459
8 H -1.148 -2.118 0.647
9 H -1.357 -1.396 -0.916
10 H 0.146 -1.589 -0.254
11 H 0.857 -0.341 1.640
12 H -0.723 0.057 2.653
13 H 0.222 1.350 2.054
14 H -0.222 0.431 -1.701
15 H 0.402 2.033 -0.979
16 H 2.415 1.002 -1.625
17 H 2.367 0.551 0.083
18 H 2.791 -1.178 -1.465
19 H -3.078 -0.145 1.026
20 H -2.846 0.846 -0.846